Record 1
A 2-piece molecular cluster, C6H13NO overall. Source: OMol25; level of theory: the ωB97M-V functional and the def2-TZVPD basis.

Structure (XYZ):
```
21
Properties=species:S:1:pos:R:3:mulliken_charge:R:1
C -1.70284 -1.39844 0.37724 -1.252
C -0.53552 -0.42606 0.20216 0.662
C -0.70895 0.90231 0.31144 -0.224
N -1.83194 1.61648 0.90798 -0.588
C 0.74063 -0.80156 -0.53434 -0.909
C 1.85423 -1.48263 0.38402 -0.137
C 2.55759 -0.93095 1.38326 -0.576
H -2.13095 -1.39123 1.37881 0.332
H -2.60569 -1.21075 -0.34082 0.250
H -1.44659 -2.49855 0.28328 0.343
H -0.15236 1.65779 -0.22391 0.296
H -2.45939 1.34448 1.61774 0.231
H -1.45386 2.45353 1.46740 0.237
H 1.26091 0.14375 -1.01859 0.188
H 0.60586 -1.44628 -1.38968 0.438
H 2.03241 -2.52304 0.06767 0.276
H 3.48564 -1.20823 1.93266 0.263
H 2.16076 0.04327 1.75899 0.182
H -0.16978 1.74221 -3.15342 0.299
H 0.01926 3.13912 -2.61688 0.321
O 0.48059 2.27478 -2.79499 -0.630
```

Properties
Strongest force on any atom in eV/A: 3.73
HOMO energy in eV: -8.06
ΔE to the lowest compared entry with this formula, charge and spin in eV: 3.465

Record 2
An isolated ion of composition C4H9NP and charge +1. Source: OMol25; level of theory: the ωB97M-V functional and the def2-TZVPD basis.

Structure (XYZ):
```
15
Properties=species:S:1:pos:R:3:mulliken_charge:R:1
C 1.06346 0.13193 0.44566 -0.169
C 2.47845 0.71204 0.09805 -0.531
C 1.93936 -0.58249 -0.49864 -0.543
C -1.57150 -0.11326 0.25278 -0.225
N -2.91038 0.08303 -0.16096 -0.185
P -0.41765 0.92431 -0.18691 -0.248
H 1.04303 -0.29083 1.42354 0.446
H 2.31887 1.57254 -0.62813 0.242
H 3.31379 0.42793 0.78461 0.280
H 1.44458 -0.62300 -1.47435 0.297
H 2.27116 -1.50675 -0.15969 0.284
H -1.32112 -1.10171 0.80690 0.294
H -2.83200 0.96819 -0.56772 0.308
H -3.51917 0.02497 0.68904 0.385
H -3.30088 -0.62689 -0.82417 0.365
```

Properties
Charge: +1
Strongest force on any atom in eV/A: 4.98
HOMO energy in eV: -13.90
ΔE to the lowest compared entry with this formula, charge and spin in eV: 2.544

Record 3
C19H76BBrFN32NbO20PS as an isolated structure. Source: OMol25; level of theory: the ωB97M-V functional and the def2-TZVPD basis.

Structure (XYZ):
```
153
Properties=species:S:1:pos:R:3:mulliken_charge:R:1
C 3.50226 -3.08980 -0.12633 -0.250
O 3.30875 -1.96172 -0.98185 -0.468
B 2.60514 -2.09265 -2.14740 0.934
O 2.99906 -1.26334 -3.16994 -0.413
Nb 0.74272 -3.41608 -2.63784 -1.238
Br 2.33394 -5.36434 -3.30908 -0.528
P -0.85186 -1.63443 -2.11945 0.906
C -1.82962 -0.88485 -3.46586 -1.150
C -1.96773 -2.01657 -0.72989 -0.512
S -1.23591 -5.19908 -2.78787 0.940
O -2.49186 -4.73710 -2.22091 -0.626
O -1.34864 -5.71665 -4.12828 -0.639
F -0.99984 -6.59608 -1.85349 -0.353
H 2.60086 -3.28464 0.45935 0.065
H 3.74106 -3.98226 -0.70735 0.125
H 4.32712 -2.85849 0.54215 0.157
H 2.79180 -1.62587 -4.04083 0.245
H 0.70646 -3.96843 -0.87212 0.457
H 0.56774 -2.91764 -4.42270 0.011
H -1.98153 0.17835 -3.27194 0.269
H -1.26760 -0.96707 -4.39164 0.373
H -2.79737 -1.37288 -3.57547 0.403
H -2.89835 -2.46010 -1.08006 0.305
H -1.44040 -2.73367 -0.09849 -0.099
H -2.15151 -1.12234 -0.14028 0.357
C -0.33436 -5.28786 2.03749 0.536
O -0.96932 -4.26542 1.80169 -0.696
N 0.24702 -6.05867 1.08705 0.141
N -0.21117 -5.75677 3.32053 -0.284
H 0.72685 -6.91876 1.28282 0.286
H 0.17597 -5.78078 0.12302 -0.274
H -0.63166 -5.22536 4.06213 0.131
H 0.28708 -6.59520 3.54821 0.063
C -2.06437 2.05645 0.19038 0.625
O -2.61888 0.99309 -0.02460 -0.710
N -2.55240 3.24333 -0.29783 -0.315
N -0.93203 2.18361 0.93066 -0.267
H -2.10922 4.12956 -0.13464 0.071
H -3.38172 3.20135 -0.85901 0.233
H -0.51476 1.35147 1.30591 0.208
H -0.51590 3.08283 1.10104 0.134
C 7.13928 -2.14537 2.27780 0.598
O 5.99329 -2.39999 1.96704 -0.641
N 7.47696 -0.94842 2.87940 -0.399
N 8.18763 -2.98473 2.05783 -0.299
H 8.40602 -0.72213 3.17753 0.171
H 6.72998 -0.30299 3.05168 0.202
H 7.99332 -3.86357 1.61443 0.177
H 9.14442 -2.75038 2.24820 0.152
C -1.15157 5.18246 3.37216 0.811
O -0.80493 5.11292 2.19407 -0.719
N -0.24304 5.19243 4.38327 -0.433
N -2.45780 5.26043 3.73836 -0.318
H -0.49729 5.24266 5.35121 0.150
H 0.72588 5.12624 4.13369 0.244
H -3.15339 5.27790 3.01482 0.107
H -2.75694 5.32230 4.69292 0.166
C 5.04199 -3.80236 -5.65497 0.632
O 4.22140 -2.92393 -5.46873 -0.587
N 5.18037 -4.42014 -6.87408 -0.435
N 5.87313 -4.24640 -4.66960 -0.322
H 5.84232 -5.15020 -7.04994 0.148
H 4.55201 -4.13466 -7.60002 0.213
H 5.74790 -3.84668 -3.75705 0.209
H 6.53513 -4.98773 -4.79053 0.148
C -3.73373 -6.95798 0.90378 0.485
O -4.24728 -7.12249 2.00706 -0.752
N -3.91430 -7.88853 -0.10611 -0.308
N -2.96057 -5.91776 0.54420 -0.001
H -3.54365 -7.75601 -1.03096 0.206
H -4.51368 -8.66643 0.08638 0.205
H -2.74564 -5.18740 1.20341 0.130
H -2.56081 -5.87977 -0.38217 -0.014
C -0.76930 8.24727 -0.40235 0.601
O -1.01979 9.17927 -1.15564 -0.711
N 0.22883 7.34896 -0.65846 -0.349
N -1.46648 8.01168 0.73984 -0.092
H 0.43025 6.57453 -0.05183 0.161
H 0.77016 7.47907 -1.49176 0.220
H -2.21555 8.63547 0.98198 0.118
H -1.25889 7.23345 1.34050 0.099
C -3.79651 8.34575 -4.17534 0.601
O -4.21853 7.22116 -4.39783 -0.650
N -4.35975 9.45464 -4.75824 -0.390
N -2.75049 8.59607 -3.34506 -0.208
H -4.03711 10.38773 -4.58972 0.163
H -5.13505 9.30335 -5.37412 0.216
H -2.32200 7.81815 -2.88229 0.094
H -2.38895 9.50813 -3.13975 0.159
C 0.18165 -9.10489 0.90241 0.529
O 1.14232 -8.41161 0.58886 -0.876
N 0.31820 -10.41192 1.29460 -0.394
N -1.07885 -8.60969 0.89138 -0.133
H -0.45655 -10.99236 1.55069 0.138
H 1.24470 -10.79139 1.31587 0.235
H -1.20582 -7.64600 0.62121 0.188
H -1.88292 -9.14484 1.15765 0.216
C -1.62279 -6.47791 6.31997 0.744
O -0.97770 -5.44324 6.34867 -0.681
N -1.03752 -7.70335 6.50543 -0.420
N -2.96441 -6.49711 6.08145 -0.379
H -1.54234 -8.56740 6.46580 0.159
H -0.04920 -7.71571 6.67092 0.216
H -3.40663 -5.61723 5.89217 0.210
H -3.50263 -7.33869 6.00893 0.155
C -4.39536 9.46121 2.98360 0.695
O -3.89219 10.10771 3.89852 -0.821
N -5.28328 8.45851 3.20888 -0.315
N -4.09473 9.72060 1.68072 -0.412
H -5.68998 7.89514 2.47926 0.145
H -5.51525 8.25600 4.16222 0.199
H -3.50982 10.52015 1.50106 0.205
H -4.50629 9.22457 0.91146 0.169
C 11.09743 -2.01222 -0.09282 0.673
O 10.84534 -2.92185 0.67876 -0.628
N 12.02000 -2.14398 -1.09360 -0.419
N 10.46495 -0.80235 -0.03425 -0.345
H 12.22703 -1.41965 -1.75346 0.155
H 12.48461 -3.02854 -1.17172 0.216
H 9.73212 -0.69570 0.64255 0.173
H 10.63956 -0.05766 -0.68092 0.168
C 4.82236 -8.19096 -0.97717 0.616
O 5.78481 -7.60731 -1.45607 -0.697
N 4.97720 -9.42821 -0.37758 -0.351
N 3.55527 -7.72695 -0.97532 0.008
H 4.21390 -9.93575 0.02504 0.139
H 5.90041 -9.81405 -0.35504 0.195
H 3.32684 -6.83429 -1.38072 -0.056
H 2.77299 -8.21892 -0.57005 0.197
C -3.52572 13.52574 2.91617 0.550
O -3.73255 12.92326 1.87250 -0.637
N -3.35695 12.90329 4.11094 -0.267
N -3.44125 14.89833 2.94183 -0.415
H -3.16213 13.40201 4.95715 0.167
H -3.42392 11.89074 4.11868 0.334
H -3.55919 15.37994 2.07143 0.223
H -3.27245 15.42405 3.77706 0.147
C -2.22737 2.24219 -6.04659 0.645
O -2.43544 1.06928 -5.80930 -0.611
N -1.28407 2.65153 -6.95370 -0.397
N -2.91351 3.25213 -5.42233 -0.326
H -1.08905 3.61289 -7.15413 0.157
H -0.75297 1.93354 -7.40931 0.221
H -3.60540 2.98106 -4.75006 0.179
H -2.75607 4.22666 -5.59478 0.140
C -6.12092 4.51971 1.31985 0.557
O -5.93268 5.71348 1.52783 -0.651
N -7.36319 3.99917 1.10827 -0.395
N -5.08487 3.64558 1.27237 -0.176
H -7.52628 3.02745 0.92423 0.164
H -8.13794 4.63441 1.12197 0.230
H -4.15967 4.00941 1.39328 0.053
H -5.17748 2.66366 1.07958 0.180
```

Properties
Charge: -1
Strongest force on any atom in eV/A: 2.08
HOMO energy in eV: -4.36

Record 4
A 2-piece molecular cluster, C2H6O2S overall. Source: OMol25; level of theory: the ωB97M-V functional and the def2-TZVPD basis.

Structure (XYZ):
```
11
Properties=species:S:1:pos:R:3:mulliken_charge:R:1
C -1.52387 -1.03726 0.78123 -0.706
S -0.06085 -0.26025 1.61168 -0.203
H -2.15862 -0.16532 0.79531 0.218
H -1.49711 -1.64630 -0.14639 0.307
H -1.77610 -1.87375 1.48170 0.288
H 0.84250 -0.87309 0.91296 0.089
O 0.28120 -0.46928 -1.63995 -0.445
C 0.97339 0.52728 -1.66544 0.148
O 0.62232 1.63754 -0.92976 -0.401
H 1.93736 0.59396 -2.09702 0.367
H -0.29983 1.84239 -0.87042 0.337
```

Properties
Strongest force on any atom in eV/A: 4.29
HOMO energy in eV: -8.74
ΔE to the lowest compared entry with this formula, charge and spin in eV: 1.028

Record 5
C34H39AuIN7OTe as an isolated structure. Source: OMol25; level of theory: the ωB97M-V functional and the def2-TZVPD basis.

Structure (XYZ):
```
84
Properties=species:S:1:pos:R:3:mulliken_charge:R:1
Au 0.06001 -0.57235 -0.70530 1.225
C 2.49467 -1.23852 -3.89857 -1.577
C 3.15188 -1.85373 -2.69190 1.086
C 3.94275 -2.99210 -2.80989 -0.771
C 4.54354 -3.55907 -1.69734 -1.084
C 4.36333 -2.98914 -0.44656 -1.018
C 3.58634 -1.84792 -0.28725 1.161
C 3.38457 -1.22468 1.06427 -0.933
C 2.99528 -1.29912 -1.42152 -0.638
N 2.13134 -0.15623 -1.28554 -0.264
C 2.57049 1.02354 -1.49546 1.591
C 3.99002 1.32744 -1.84884 -1.710
C 1.59625 2.19346 -1.42270 0.410
C 2.05045 3.53226 -1.91607 -2.071
N 0.45058 1.92237 -0.97329 0.748
C -0.62757 2.83155 -0.83821 -0.893
C -0.67102 3.71034 0.24775 1.454
C 0.48655 3.83689 1.20093 -1.164
C -1.82488 4.46589 0.42864 -0.997
C -2.89732 4.36036 -0.44274 -1.153
C -2.82336 3.49452 -1.52369 -1.089
C -1.69190 2.71524 -1.73952 1.275
C -1.59537 1.80720 -2.93611 -1.152
H 2.45490 -1.95181 -4.71986 0.508
H 3.04943 -0.36681 -4.25531 0.311
H 1.47684 -0.90502 -3.68116 0.171
H 4.08089 -3.43884 -3.78698 0.485
H 5.15364 -4.44569 -1.80508 0.487
H 4.83332 -3.43255 0.42248 0.462
H 3.80726 -1.85099 1.84728 0.493
H 2.31700 -1.09767 1.26482 -0.286
H 3.84706 -0.23728 1.13433 0.296
H 4.61333 0.43883 -1.81346 0.400
H 4.39394 2.07848 -1.16799 0.430
H 4.04085 1.75343 -2.85301 0.424
H 2.41026 3.46209 -2.94393 0.484
H 2.88009 3.90673 -1.31373 0.480
H 1.23448 4.25015 -1.87638 0.407
H 0.68358 2.89466 1.71671 0.112
H 0.28079 4.60071 1.94860 0.438
H 1.40770 4.12179 0.69051 0.241
H -1.87271 5.15697 1.26131 0.477
H -3.77804 4.97153 -0.29485 0.499
H -3.64658 3.43233 -2.22605 0.446
H -2.54835 1.75911 -3.46146 0.430
H -1.30061 0.79263 -2.65385 0.023
H -0.84624 2.16376 -3.64674 0.311
C -4.67892 1.09287 1.30635 -0.856
N -4.04532 0.11516 0.40223 0.263
C -4.79529 -0.59689 -0.48474 -0.171
C -4.23985 -1.49387 -1.32349 -1.184
C -2.82407 -1.61408 -1.30267 1.158
N -2.09232 -0.83450 -0.47677 0.003
C -2.69793 -0.05917 0.42545 0.063
O -2.05840 0.58591 1.32260 -0.447
N -2.17770 -2.45105 -2.09352 -0.199
H -5.71735 0.80750 1.44448 0.372
H -4.61243 2.08722 0.86751 0.280
H -4.16602 1.08596 2.26142 0.276
H -5.85931 -0.40926 -0.45418 0.452
H -4.84496 -2.07797 -1.99930 0.478
H -2.67173 -3.04087 -2.74252 0.279
H -1.17456 -2.55612 -1.99670 -0.135
I 1.47325 -7.14308 -1.56460 0.165
C 0.87156 -5.41095 -0.63346 -0.811
C 0.31354 -5.27221 0.61399 -0.241
N 0.10458 -3.95125 0.79311 -0.120
N 0.49718 -3.21879 -0.26105 0.408
C 0.96405 -4.10138 -1.13487 -0.545
H 0.06634 -6.00106 1.36736 0.475
H -0.28813 -3.48757 1.59495 0.067
H 1.38150 -3.77510 -2.07448 0.650
Te -0.29788 -0.05269 2.28374 0.367
C -0.95481 0.19685 4.23188 0.384
C -1.46166 -0.88976 4.94876 -0.297
C -1.79879 -0.72821 6.28203 -0.721
C -1.66156 0.51741 6.88321 -0.445
C -1.17762 1.60505 6.16561 -0.749
C -0.82464 1.45024 4.83585 -0.209
H -1.57261 -1.85501 4.47217 0.363
H -2.17522 -1.56686 6.85159 0.411
H -1.93525 0.64158 7.92254 0.400
H -1.07325 2.56879 6.64493 0.427
H -0.43383 2.28841 4.27329 0.424
```

Properties
Charge: +2
Strongest force on any atom in eV/A: 0.47
HOMO energy in eV: -12.82
ΔE to the lowest compared entry with this formula, charge and spin in eV: 0.622